*a*
6
Properties=species:S:1:pos:R:3:lowdin_charge:R:1 method="wB97M-V/def2-TZVPD" homo_energy_ev="-8.63 / -8.73" lumo_ev="-1.47 / -1.47" homo_lumo_gap_ev="7.2 / 7.3"
N 2.666 -0.646 0.528 -0.121
P -0.473 -0.056 -0.216 0.451
H 2.421 -1.047 -0.496 0.045
H 2.992 -1.246 1.369 0.034
H 1.962 0.177 0.772 -0.034
H 0.252 0.681 -1.079 -0.375


*b*
6
Properties=species:S:1:pos:R:3:lowdin_charge:R:1 method="wB97M-V/def2-TZVPD" homo_energy_ev="-8.79 / -8.77" lumo_ev="-1.34 / -1.38" homo_lumo_gap_ev="7.4 / 7.4"
N -1.161 -0.258 -0.786 -0.002
P 2.864 -0.619 1.156 0.375
H -1.718 0.018 0.028 0.008
H -1.862 -0.114 -1.501 -0.001
H 2.428 0.435 1.975 -0.370
H -0.552 0.537 -0.871 -0.011


If we sort the structures by their calculated energies, the order from most to least stable is *b*, *a*.


*a*
22
Properties=species:S:1:pos:R:3:lowdin_charge:R:1 method="wB97M-V/def2-TZVPD" homo_energy_ev=-10.85 smiles=CCC.CCC lumo_ev=1.13 homo_lumo_gap_ev=12.0
C -0.183 -1.447 -1.068 -0.285
C -1.584 -1.381 -0.541 -0.163
C -0.101 -0.815 -2.506 -0.087
H 0.095 -2.504 -0.966 0.107
H 0.363 -0.877 -0.381 0.029
H -1.993 -2.187 0.067 0.053
H -1.919 -0.413 0.032 0.094
H 0.441 0.050 -2.648 0.029
H -2.324 -1.408 -1.463 0.097
H -1.081 -0.530 -2.768 0.023
H -0.062 -1.476 -3.440 0.098
C 0.554 0.711 1.870 -0.338
C 1.800 0.850 1.048 -0.212
C -0.372 1.867 1.541 -0.115
H 0.141 -0.348 1.672 0.110
H 0.997 0.651 2.927 0.124
H 2.488 1.771 1.245 0.091
H 0.066 2.846 1.726 0.081
H -0.544 1.871 0.504 0.051
H 1.840 1.139 -0.024 0.058
H 2.600 -0.007 1.056 0.099
H -1.221 1.636 2.116 0.055


*b*
22
Properties=species:S:1:pos:R:3:lowdin_charge:R:1 method="wB97M-V/def2-TZVPD" homo_energy_ev=-10.77 smiles=CC(C)C.CC lumo_ev=1.17 homo_lumo_gap_ev=11.9
C 0.328 1.296 -0.281 -0.452
C 1.135 0.090 -0.826 -0.100
C 0.309 1.278 1.304 -0.064
C 1.020 2.562 -0.749 -0.126
H -0.678 1.291 -0.682 0.116
H 1.961 0.392 -1.494 0.075
H 0.496 -0.561 -1.411 0.038
H 0.947 0.562 1.788 0.056
H 0.565 2.311 1.571 0.066
H -0.738 0.992 1.472 0.068
H 0.946 2.516 -1.838 0.073
H 0.492 3.490 -0.480 0.078
H 2.075 2.685 -0.487 0.085
H 1.656 -0.463 -0.018 0.085
C -1.290 -2.542 0.983 -0.160
C -1.273 -2.045 -0.445 -0.167
H -1.099 -1.784 1.747 0.053
H -2.259 -2.963 1.283 0.061
H -0.643 -3.375 1.298 0.066
H -2.221 -1.915 -0.998 0.074
H -0.813 -1.057 -0.562 0.011
H -0.918 -2.763 -1.175 0.066


*c*
22
Properties=species:S:1:pos:R:3:lowdin_charge:R:1 method="wB97M-V/def2-TZVPD" homo_energy_ev=-11.34 smiles=CCC.CCC lumo_ev=1.15 homo_lumo_gap_ev=12.5
C -0.361 -0.408 1.761 -0.292
C -0.385 1.129 1.849 -0.121
C -1.755 -1.018 1.723 -0.116
H 0.253 -0.751 2.592 0.098
H 0.160 -0.661 0.834 0.058
H 0.429 1.578 2.423 0.067
H -0.409 1.633 0.888 0.054
H -1.993 -1.606 0.833 0.064
H -1.281 1.472 2.361 0.060
H -2.498 -0.202 1.740 0.065
H -2.055 -1.541 2.627 0.064
C 1.414 0.290 -1.496 -0.319
C 1.045 -1.182 -1.606 -0.154
C 0.377 1.189 -2.155 -0.117
H 1.569 0.515 -0.444 0.080
H 2.402 0.341 -1.949 0.099
H 1.088 -1.580 -2.624 0.068
H 0.278 0.957 -3.215 0.071
H -0.604 0.986 -1.711 0.069
H 0.017 -1.497 -1.374 0.064
H 1.661 -1.883 -1.051 0.067
H 0.647 2.238 -2.006 0.070


If we sort the structures by their calculated energies, the order from most to least stable is *c*, *b*, *a*.


*a*
22
Properties=species:S:1:pos:R:3:lowdin_charge:R:1 method="wB97M-V/def2-TZVPD" homo_energy_ev=-11.31 smiles=CCC.CCC lumo_ev=1.13 homo_lumo_gap_ev=12.4
C 0.971 1.116 -0.998 -0.326
C 1.573 1.998 0.097 -0.135
C 1.179 1.717 -2.396 -0.121
H 1.406 0.110 -0.974 0.101
H -0.087 1.029 -0.780 0.079
H 2.515 2.479 -0.217 0.068
H 0.881 0.982 -3.141 0.066
H 0.594 2.638 -2.521 0.073
H 1.779 1.458 1.023 0.059
H 0.957 2.881 0.303 0.074
H 2.211 2.032 -2.515 0.063
C -1.089 -1.538 0.541 -0.324
C -0.594 -0.702 1.696 -0.136
C -2.063 -2.633 1.015 -0.123
H -1.603 -0.984 -0.236 0.091
H -0.235 -2.014 0.069 0.094
H 0.371 -0.999 2.136 0.075
H -2.814 -2.178 1.647 0.066
H -2.463 -3.166 0.142 0.068
H -1.491 -3.414 1.528 0.071
H -0.374 0.348 1.471 0.045
H -1.216 -0.645 2.604 0.073


*b*
22
Properties=species:S:1:pos:R:3:lowdin_charge:R:1 method="wB97M-V/def2-TZVPD" homo_energy_ev=-11.23 smiles=CCC.CCC lumo_ev=1.13 homo_lumo_gap_ev=12.4
C -0.343 0.539 1.522 -0.323
C -0.224 2.043 1.143 -0.104
C 0.030 0.245 2.987 -0.111
H 0.318 -0.037 0.882 0.076
H -1.344 0.237 1.348 0.080
H 0.825 2.240 1.356 0.072
H -0.489 2.181 0.107 0.047
H -0.850 0.426 3.615 0.070
H 0.573 1.127 3.355 0.064
H -0.931 2.571 1.776 0.070
H 0.537 -0.698 3.108 0.063
C 0.669 -1.316 -2.008 -0.297
C -0.665 -1.860 -1.493 -0.132
C 0.553 0.228 -2.237 -0.107
H 0.944 -1.800 -2.942 0.088
H 1.479 -1.509 -1.309 0.088
H -0.626 -1.999 -0.431 0.049
H -1.554 -1.278 -1.742 0.071
H 0.236 0.362 -3.271 0.068
H -0.922 -2.831 -1.933 0.065
H 1.554 0.631 -2.120 0.065
H -0.202 0.591 -1.560 0.036


If we sort the structures by their calculated energies, the order from most to least stable is *a*, *b*.


*a*
22
Properties=species:S:1:pos:R:3:lowdin_charge:R:1 method="wB97M-V/def2-TZVPD" homo_energy_ev=-11.06 smiles=CCC.CCC lumo_ev=1.06 homo_lumo_gap_ev=12.1
C -1.588 1.188 -0.305 -0.266
C -1.329 1.993 -1.609 -0.115
C -1.468 2.060 1.012 -0.111
H -2.524 0.782 -0.176 0.063
H -0.901 0.333 -0.258 0.052
H -0.375 2.487 -1.719 0.058
H -2.280 2.873 0.939 0.088
H -2.103 2.786 -1.752 0.076
H -1.369 1.489 -2.560 0.049
H -1.817 1.472 1.791 0.021
H -0.526 2.617 1.289 0.082
C 1.081 -1.391 0.379 -0.275
C 0.732 -2.866 0.721 -0.113
C 2.575 -1.183 -0.154 -0.081
H 0.373 -0.897 -0.316 0.069
H 0.835 -0.915 1.282 0.066
H 1.427 -3.117 1.571 0.089
H 3.399 -1.406 0.414 0.028
H 2.598 -1.618 -1.152 0.064
H 0.857 -3.569 -0.033 0.034
H -0.267 -2.985 1.115 0.058
H 2.668 -0.133 -0.482 0.064


*b*
22
Properties=species:S:1:pos:R:3:lowdin_charge:R:1 method="wB97M-V/def2-TZVPD" homo_energy_ev=-10.78 smiles=CCC.CCC lumo_ev=1.07 homo_lumo_gap_ev=11.8
C 0.943 0.936 -1.108 -0.292
C 1.705 1.769 0.089 -0.106
C 0.995 1.808 -2.356 -0.176
H 1.375 -0.055 -1.243 0.082
H -0.159 0.729 -0.910 0.087
H 2.837 1.857 -0.212 0.100
H 0.272 1.669 -3.181 0.054
H 0.768 2.891 -2.048 0.091
H 1.631 1.340 1.110 0.038
H 1.229 2.730 0.323 0.050
H 1.807 1.692 -3.136 0.078
C -1.059 -1.196 0.665 -0.290
C -0.463 -0.880 2.058 -0.140
C -2.072 -2.509 0.617 -0.097
H -1.630 -0.361 0.390 0.054
H -0.234 -1.308 -0.022 0.062
H 0.525 -1.274 2.227 0.045
H -3.109 -2.493 0.873 0.027
H -2.309 -2.777 -0.494 0.081
H -1.492 -3.316 1.189 0.079
H -0.491 0.260 2.395 0.105
H -1.069 -1.512 2.774 0.068


If we sort the structures by their calculated energies, the order from most to least stable is *a*, *b*.


*a*
16
Properties=species:S:1:pos:R:3:lowdin_charge:R:1 method="wB97M-V/def2-TZVPD" homo_energy_ev=-8.01 smiles=Cc1cn(O)nc1C lumo_ev=0.92 homo_lumo_gap_ev=8.9
C -0.436 1.318 1.363 -0.024
C -0.405 0.183 0.553 -0.295
C 0.452 0.377 -0.471 -0.165
C -1.145 -1.088 0.479 -0.052
C 1.129 -0.362 -1.478 -0.080
N 0.930 1.991 -0.318 0.155
N 0.265 2.249 0.730 -0.333
O 0.349 3.499 1.230 0.052
H -1.062 1.256 2.247 0.134
H -1.248 -1.573 1.475 0.086
H -2.247 -0.979 0.105 0.125
H -0.560 -1.754 -0.072 0.040
H 1.274 0.163 -2.463 0.107
H 2.180 -0.614 -1.324 0.091
H 0.577 -1.180 -1.678 0.029
H 1.127 3.968 0.855 0.132


*b*
16
Properties=species:S:1:pos:R:3:lowdin_charge:R:1 method="wB97M-V/def2-TZVPD" homo_energy_ev="-7.67 / -7.46" lumo_ev="0.26 / -0.03" homo_lumo_gap_ev="7.9 / 7.4"
C 1.485 0.416 -0.244 -0.104
C 0.020 1.334 -1.503 0.021
N 0.916 1.633 -0.552 -0.060
C 0.792 -0.789 0.131 -0.384
C -0.667 -0.742 0.489 -0.384
C -1.186 0.108 1.374 0.052
O -1.382 -1.712 -0.158 0.043
N 1.464 -1.881 0.221 0.126
H -2.280 -1.741 0.194 0.109
H 0.886 2.445 0.050 0.146
H 2.565 0.338 -0.300 0.107
H 0.878 -2.656 0.526 0.047
H 0.272 0.734 -2.362 0.081
H -1.002 1.691 -1.484 0.076
H -0.549 0.795 1.907 0.063
H -2.212 0.027 1.710 0.061


*c*
16
Properties=species:S:1:pos:R:3:lowdin_charge:R:1 method="wB97M-V/def2-TZVPD" homo_energy_ev=-8.68 smiles="C[C@@H]1[C@H]2NC=NO[C@H]12" lumo_ev=0.84 homo_lumo_gap_ev=9.5
C 2.183 -0.655 -0.427 -0.057
C 0.712 -0.976 -0.219 -0.222
C -0.263 0.071 -0.563 -0.253
C -2.039 1.055 0.411 -0.184
C -0.126 -0.408 0.868 -0.250
H 2.518 0.388 -0.111 0.105
H 2.874 -1.282 0.114 0.064
H 2.401 -0.758 -1.525 0.092
H 0.436 -1.996 -0.411 0.137
H 0.361 0.995 -0.601 0.159
H -1.994 0.764 -1.601 0.135
H -2.953 1.617 0.422 0.115
H -0.910 -1.076 1.170 0.148
N -1.651 0.288 -0.745 0.034
N -1.421 1.251 1.513 0.054
O -0.127 0.721 1.705 -0.079


*d*
16
Properties=species:S:1:pos:R:3:lowdin_charge:R:1 method="wB97M-V/def2-TZVPD" homo_energy_ev=-7.64 smiles=COc1cccn1N lumo_ev=0.91 homo_lumo_gap_ev=8.6
C -0.170 -0.480 2.148 -0.152
C 0.717 -0.457 1.099 -0.070
C -1.420 -0.073 1.787 -0.098
C -0.027 -0.020 -0.016 -0.199
C 1.562 -0.207 -1.743 -0.158
N -1.356 0.313 0.465 -0.151
N -2.322 0.982 -0.246 0.059
O 0.267 0.148 -1.385 -0.108
H 0.210 -0.765 3.206 0.132
H 1.756 -0.639 1.016 0.085
H -2.170 0.178 2.450 0.086
H 1.923 -1.324 -1.504 0.125
H 2.341 0.401 -1.237 0.079
H 1.670 -0.033 -2.943 0.134
H -2.418 0.718 -1.211 0.086
H -2.338 2.022 0.098 0.150


If we sort the structures by their calculated energies, the order from most to least stable is *d*, *b*, *a*, *c*.